# 1
This record from OMol25 describes 13 unconnected molecules or ions with the total composition C43H121N11O13. The level of theory is ωB97M-V with the def2-TZVPD basis set.

Geometry (Å):
H  0.403  -1.276  6.072
H  -0.296  -4.302  0.551
H  0.577  2.942  6.316
H  3.434  2.989  5.217
H  -1.755  0.346  4.585
H  3.440  -3.874  -2.230
H  4.089  -1.770  1.474
H  1.380  4.473  5.988
H  -2.574  2.913  -1.111
C  -4.970  0.507  2.914
H  -0.976  2.111  2.567
H  4.819  -1.495  -4.452
C  -5.063  1.212  -4.305
H  -4.045  -5.218  3.882
H  -2.729  -1.746  2.077
H  -6.888  1.399  -5.481
H  -2.138  -0.020  6.996
H  1.017  4.536  -2.897
N  0.809  -0.894  -3.955
H  5.756  -2.724  -1.474
H  2.183  0.156  2.912
H  1.779  1.922  -5.650
H  0.671  -5.455  4.490
H  -0.071  -1.453  -6.252
O  1.339  -4.871  2.258
C  -1.039  2.987  1.922
C  0.705  -0.695  -6.356
H  -0.054  0.785  4.802
H  -3.007  -2.682  -4.061
C  3.320  -4.514  -1.356
N  -1.270  -2.219  5.616
N  4.261  -5.641  -1.551
H  -5.543  1.072  -3.336
H  -3.122  0.730  -3.529
H  -1.297  -3.346  1.241
H  1.627  -1.260  -6.493
H  0.413  0.528  0.421
H  -4.868  1.398  3.535
H  4.401  6.580  -1.422
H  -1.048  1.510  -6.770
O  2.454  3.189  -1.982
H  -5.488  0.568  -6.230
C  2.282  6.960  -2.723
H  -0.306  0.936  9.555
H  -0.253  0.596  -4.874
N  -6.789  1.749  1.856
H  1.729  -5.805  -0.611
H  0.749  2.247  -1.371
O  -4.004  -0.946  -4.324
H  3.938  -6.445  -1.032
H  2.781  0.532  -5.057
H  -4.231  3.497  -2.870
H  3.189  0.754  1.517
C  0.828  -4.090  3.056
C  1.926  -5.179  -1.481
H  -5.752  3.159  -4.562
H  1.085  -4.487  -1.445
C  -2.304  -4.547  0.162
O  1.530  3.134  4.358
H  -1.529  -2.574  6.526
H  2.047  5.737  -1.023
C  -1.084  -0.236  7.169
H  0.731  -2.433  1.993
C  2.726  2.432  4.603
H  -2.409  -6.000  3.777
H  2.702  -3.080  0.127
N  -1.103  -3.736  0.330
O  -3.890  4.047  -2.161
C  2.562  1.021  2.368
H  3.462  -4.556  0.760
H  -4.136  -1.109  1.156
H  -2.164  5.125  -0.466
H  4.225  -0.461  -0.967
H  -1.700  -0.040  -7.276
H  -2.190  -2.077  5.224
H  4.800  0.159  -3.860
C  -2.574  -5.343  1.441
H  -2.031  -1.354  -3.551
C  -3.734  -1.329  2.145
C  -3.746  0.444  -4.376
H  -1.741  -1.298  -0.688
H  5.166  -3.072  2.116
H  -4.358  -2.067  2.650
H  1.925  -5.927  -2.275
H  4.365  5.020  -0.943
C  -0.613  -0.961  5.836
C  3.517  -3.789  -0.012
H  -4.404  2.786  -5.351
H  -2.218  -1.681  -5.254
H  -0.754  4.570  -1.106
H  5.813  -1.810  1.174
H  -7.425  1.196  2.413
C  0.689  0.072  -5.038
H  5.177  0.856  2.798
N  4.649  1.147  3.608
O  0.481  -1.410  0.372
H  7.423  -1.564  -4.533
H  -1.809  1.697  8.939
H  -1.716  5.575  -2.205
O  4.786  -3.079  0.004
C  -2.056  -5.444  -1.064
C  0.829  3.653  5.529
H  2.618  6.880  -3.757
C  7.338  -0.963  -3.628
C  3.410  -0.339  -1.680
C  6.136  -1.287  -2.751
O  0.223  3.585  1.770
H  8.231  -0.905  -3.006
O  -3.699  -0.076  2.810
H  2.720  7.813  -2.204
H  1.736  -1.294  -3.976
C  -0.737  -0.042  4.604
O  3.630  -1.197  -2.846
H  -3.001  -3.768  -0.146
H  -2.544  -4.403  4.470
C  -5.550  1.075  1.591
N  0.464  -4.504  4.222
H  0.699  3.436  2.590
H  0.842  -0.415  -3.067
N  6.237  -2.731  -2.362
H  -6.432  -0.238  -4.923
H  -0.094  -2.134  0.113
H  -0.339  2.472  8.800
H  1.707  1.615  2.047
C  -2.977  -5.071  3.725
H  -1.983  0.473  -0.808
N  4.077  5.657  -1.672
N  -4.880  2.658  -4.469
H  -1.271  -6.162  -0.827
C  -2.564  3.639  -1.924
H  -0.132  -3.890  4.758
H  1.911  1.560  -3.960
H  -2.371  4.625  1.717
C  -0.765  1.471  8.723
H  -4.543  3.015  1.467
H  -7.302  1.859  0.993
H  2.475  4.247  -3.742
H  -1.435  2.583  0.990
H  -0.733  -0.172  1.436
H  -4.809  2.248  -0.108
H  1.383  3.584  -0.271
H  2.485  1.558  5.207
C  1.612  2.767  -0.955
C  -1.767  4.809  -1.431
H  6.320  -0.691  -1.857
H  0.088  -2.404  3.684
H  -1.804  -4.859  -1.949
H  3.219  0.717  -1.871
C  4.925  -2.437  1.263
H  -0.722  -0.286  -1.780
H  -1.136  0.931  -8.563
C  -1.250  -0.334  -0.827
C  -4.529  2.067  0.930
H  -3.504  1.700  0.885
H  -3.408  -6.044  1.396
H  5.595  -3.190  -2.992
C  3.445  1.909  3.323
H  -2.022  3.180  -2.751
O  -0.493  1.036  7.367
H  -1.508  4.630  3.274
O  0.390  0.105  -7.468
H  -0.999  -0.817  8.087
C  4.800  -0.885  -3.549
H  2.490  -0.594  -1.154
H  5.155  -5.365  -1.171
N  0.505  -2.855  2.882
C  -6.061  0.709  -5.314
H  -0.458  -0.457  3.635
H  1.215  7.162  -2.817
H  -5.715  -0.179  3.316
H  -0.042  4.141  5.090
H  2.076  1.915  -0.459
H  -1.735  -6.035  1.523
H  -3.205  0.729  -5.278
C  2.595  5.667  -1.963
H  -3.045  -5.861  -1.250
C  -1.986  4.001  2.524
C  -2.758  -1.650  -4.308
H  -5.689  0.210  0.943
C  2.082  4.372  -2.734
H  5.226  1.720  4.208
C  -0.328  -0.272  0.429
O  -2.672  -4.483  2.489
C  1.854  1.095  -4.944
H  -2.893  3.541  2.917
H  3.820  2.773  2.774
H  7.385  0.074  -3.960
C  -0.951  0.716  -7.511

Properties
E_LUMO in eV: 0.3
Gap between HOMO and LUMO in eV: 8.82
HOMO level in eV: -8.55
2S+1: 1

Mulliken atomic charge list, values in e, 6 entries: 0.08 -0.15 0.29 0.43 0.36 -0.43

# 2
This record from OMol25 describes a molecular structure, C43H26Cl5FeN3OP. The level of theory is ωB97M-V with the def2-TZVPD basis set.

Geometry (Å):
C  -1.885  -0.343  -1.465
C  0.329  -0.238  -3.462
H  3.985  2.467  4.789
H  5.019  0.331  3.938
C  0.010  -4.624  1.495
C  1.997  2.163  -1.661
C  -3.252  3.504  2.065
C  2.190  -1.172  -4.651
Cl  3.944  2.266  -5.117
C  2.855  -1.124  1.793
C  -4.233  2.564  1.833
H  0.317  -5.538  -0.426
C  -1.918  3.144  2.068
C  -4.457  -1.027  0.921
Cl  1.509  3.737  -3.816
C  2.370  2.536  -2.940
H  -5.897  0.561  1.145
C  3.706  0.571  -1.510
C  -0.311  -3.457  2.157
H  -5.271  2.857  1.790
C  2.613  1.181  -0.894
N  -0.226  1.410  1.842
C  4.149  0.183  3.318
C  -0.304  -2.243  0.058
C  -1.052  -1.102  2.169
C  -4.862  0.267  1.219
O  -0.651  -0.699  3.246
H  -0.541  0.406  -3.442
C  3.093  1.122  3.373
H  1.937  3.809  5.089
H  -0.428  -3.448  3.230
H  3.451  -2.486  -3.531
H  -2.015  1.697  -0.811
Cl  4.584  -0.655  -0.680
C  -3.762  -1.132  -2.742
H  2.775  -1.252  -5.555
C  1.948  2.989  4.386
C  4.017  -0.941  2.533
C  -2.525  -1.359  -2.171
Fe  1.024  0.942  0.404
Cl  0.622  2.881  -0.899
C  1.071  -0.358  -4.623
C  -2.508  0.894  -1.340
C  4.128  0.898  -2.796
C  -3.153  -1.396  1.075
H  2.166  -2.242  -1.450
H  -3.520  4.540  2.214
H  -5.168  -1.770  0.594
N  -2.188  -0.520  1.533
H  2.697  -2.014  1.201
H  -4.233  2.072  -1.774
Cl  5.445  0.073  -3.528
H  4.795  -1.689  2.505
C  0.795  1.723  2.667
C  2.570  -1.862  -3.511
H  -5.357  0.266  -3.044
H  -4.239  -1.912  -3.318
H  0.141  -5.541  2.049
C  -3.892  1.219  1.600
C  -0.014  -3.438  -0.596
C  0.685  -0.949  -2.317
P  -0.208  -0.616  -0.757
C  3.459  1.883  -3.518
C  1.958  0.877  2.561
C  3.092  2.238  4.229
H  0.777  0.196  -5.503
C  0.796  2.712  3.663
H  -1.153  3.900  2.139
C  -3.760  1.109  -1.894
C  -1.528  1.799  1.922
C  -4.386  0.098  -2.602
H  0.109  -3.435  -1.670
C  -2.534  0.822  1.708
C  1.839  -1.732  -2.343
H  -2.046  -2.324  -2.276
C  -0.534  -2.276  1.451
H  -0.104  3.270  3.863
C  0.117  -4.621  0.108
H  -2.837  -2.413  0.915
N  1.870  -0.231  1.780

Properties
E_LUMO (alpha / beta) in eV: -2.1 / -1.9
Expectation value of S²: 0.785
Gap between HOMO and LUMO (alpha / beta) in eV: 3.40 / 3.99
HOMO level (alpha / beta) in eV: -5.50 / -5.92
2S+1: 2

Mulliken atomic charge list, values in e, 6 entries: 0.32 -1.08 0.42 0.44 -1.04 0.82

# 3
This record from OMol25 describes a molecular structure, C43H29CaCl2N4O4S2Sb. The level of theory is ωB97M-V with the def2-TZVPD basis set.

Geometry (Å):
C  -2.110  3.168  0.692
C  -3.188  -1.685  4.120
N  0.337  1.244  1.861
C  1.502  -5.205  -0.207
C  0.792  -4.094  0.234
C  1.320  2.076  1.492
C  5.784  -0.232  -0.780
C  2.781  -3.766  -1.605
C  1.171  0.801  -5.419
C  0.530  -0.158  -3.307
C  -2.052  -1.831  3.316
H  1.705  0.728  -6.360
H  -0.880  2.905  -3.730
H  -2.704  -4.994  2.223
H  0.558  -0.973  -2.593
H  -1.174  6.370  1.280
C  1.337  3.172  3.606
N  -1.106  -0.824  3.085
H  2.637  3.693  1.959
C  -5.254  0.581  -3.491
C  -0.116  1.339  3.114
S  -1.864  -1.074  -0.490
C  4.341  -1.180  0.895
C  0.345  2.299  4.010
H  5.251  -2.603  2.184
C  -5.133  2.917  -2.947
H  1.241  -6.168  0.208
C  3.076  -1.333  1.711
H  -3.346  -0.751  4.632
H  1.712  3.934  4.279
C  -0.353  -4.311  1.215
C  2.032  -2.711  -1.113
H  -2.688  4.614  2.162
H  5.918  0.424  -1.631
H  0.239  3.658  -1.719
H  -3.362  3.556  -1.926
C  4.484  -0.319  -0.229
C  -3.318  1.440  -2.324
C  -0.216  0.978  -3.029
H  0.280  5.891  -0.660
H  7.838  -0.844  -0.741
C  6.858  -0.949  -0.284
O  2.471  -0.293  2.094
H  -3.589  -0.618  -2.846
C  -4.015  0.377  -2.897
C  0.416  1.935  -5.141
S  3.203  0.571  -1.031
H  -5.793  -0.257  -3.921
C  -5.820  1.851  -3.509
C  1.840  3.053  2.318
C  -0.427  3.879  -0.891
N  -0.725  -3.187  1.831
C  6.688  -1.822  0.786
H  7.517  -2.403  1.174
C  -2.832  -4.073  2.766
H  0.361  2.745  -5.860
C  -4.120  -2.704  4.255
Sb  -1.458  0.987  -1.305
O  -2.081  0.906  4.335
C  2.517  -5.042  -1.131
C  -1.291  2.911  -0.404
Cl  -5.504  -2.449  5.294
N  1.057  -2.859  -0.209
Ca  0.619  -1.409  1.706
O  2.670  -2.488  2.027
C  -0.280  2.027  -3.942
H  -2.759  2.392  1.088
H  2.250  -1.695  -1.430
C  -3.885  2.713  -2.361
H  1.719  1.935  0.496
H  1.825  -1.121  -4.717
H  3.102  -5.890  -1.468
O  -0.795  -5.467  1.316
Cl  -5.132  -5.177  3.669
C  -2.066  4.415  1.298
C  1.231  -0.242  -4.504
H  3.562  -3.575  -2.331
C  -0.396  5.131  -0.287
H  -6.798  2.007  -3.950
C  -1.230  0.411  3.573
C  -1.853  -3.082  2.642
C  5.429  -1.930  1.351
H  -5.573  3.909  -2.945
H  -0.096  2.339  4.996
C  -1.211  5.397  0.805
C  -3.952  -3.890  3.565

Properties
Energy relative to the best compared isomer or geometry (same formula, charge and spin) in kcal per mole: 37.10
Charge: -2
E_LUMO in eV: 3.8
Gap between HOMO and LUMO in eV: 5.66
HOMO level in eV: -1.82
2S+1: 1

Mulliken atomic charge list, values in e, 6 entries: -0.76 -0.92 1.05 -0.67 0.72 -0.09

# 4
This record from OMol25 describes a molecular structure, C43H29I2N8O2S2V. The level of theory is ωB97M-V with the def2-TZVPD basis set.

Geometry (Å):
H  -4.698  1.911  3.494
C  -5.632  -2.873  4.300
H  0.939  1.170  5.695
C  -6.174  -1.745  4.837
N  0.148  -2.734  0.014
H  -5.886  0.419  4.642
C  1.266  -6.748  -2.778
N  0.661  0.706  1.872
N  3.534  -4.777  -0.670
H  -3.595  0.046  -1.767
C  -4.591  -0.816  3.410
N  -0.429  2.175  -0.330
H  1.008  2.435  -1.774
H  2.072  3.624  -3.237
H  3.310  -6.977  -2.171
O  -0.486  -0.406  -1.512
H  3.376  5.546  -4.418
C  4.139  0.319  -1.103
H  0.630  -2.591  2.558
C  2.355  6.930  -3.116
H  1.176  3.113  4.149
C  0.695  -0.233  4.081
C  0.467  -1.652  2.037
H  4.480  -3.291  0.394
C  2.829  -0.677  -2.858
C  -2.154  1.891  1.282
C  1.716  -0.408  -2.057
H  1.016  2.735  1.713
C  1.267  -3.326  -0.288
C  -3.770  0.149  2.692
C  0.076  -4.857  -1.887
H  -5.897  -3.898  4.504
O  -3.062  0.822  -1.559
C  3.526  -3.624  0.000
C  0.103  -5.973  -2.690
H  1.271  -7.643  -3.386
C  2.672  5.701  -3.615
H  -3.994  4.263  2.891
C  0.414  -0.751  -2.465
H  -2.576  -1.339  1.667
C  -0.655  4.928  -0.229
C  0.190  -1.381  -3.654
N  -1.965  0.550  1.156
C  -1.480  4.140  0.582
C  2.408  -6.383  -2.100
C  1.223  -4.474  -1.181
C  -3.123  2.421  2.131
N  2.475  -2.884  0.205
C  0.316  2.942  -1.116
C  0.876  1.035  4.624
C  -3.246  3.853  2.225
H  4.980  -0.432  -2.918
H  -3.372  1.498  -2.171
C  2.387  -5.229  -1.320
C  0.250  4.348  -1.110
I  -1.726  -1.932  -4.217
I  4.159  -1.853  -5.356
H  0.635  -1.111  4.710
C  2.966  0.515  -0.363
H  1.134  -2.168  -5.420
C  -2.463  4.673  1.492
N  1.777  0.174  -0.822
H  4.384  -5.317  -0.741
S  1.205  6.842  -1.870
C  1.000  2.117  3.769
C  1.121  5.125  -1.982
C  -5.579  -0.568  4.328
C  -3.931  1.521  2.838
H  3.007  0.964  0.621
C  -1.337  2.756  0.497
H  2.744  7.888  -3.422
C  4.078  -0.272  -2.341
H  -0.822  -4.262  -1.788
H  -2.572  5.747  1.567
C  0.895  1.910  2.403
H  -0.773  -6.260  -3.255
C  2.584  -1.341  -4.100
H  -0.737  6.007  -0.173
N  0.216  -1.608  0.785
H  5.085  0.632  -0.685
C  1.967  4.666  -2.964
C  0.594  -0.360  2.712
H  -6.969  -1.756  5.567
V  -0.261  0.192  0.011
S  -4.403  -2.519  3.177
C  1.304  -1.673  -4.474
C  -2.751  -0.280  1.821

Properties
Energy relative to the best compared isomer or geometry (same formula, charge and spin) in kcal per mole: 8.95
Charge: +3
E_LUMO (alpha / beta) in eV: -9.6 / -9.1
Expectation value of S²: 0.798
Gap between HOMO and LUMO (alpha / beta) in eV: 5.00 / 5.51
HOMO level (alpha / beta) in eV: -14.62 / -14.62
2S+1: 2

Mulliken atomic charge list, values in e, 6 entries: 0.49 -0.37 0.49 -0.61 -1.49 0.39

Record-wise E values, in eV: -89555.7200 -157816.7633 -130910.7980 -124617.1556
Record-wise molar mass values, in g mol⁻¹: 1000.51 864.78 962.61 1058.65